Record 1
C3H2O2S2 | ωB97M-V with the def2-TZVPD basis set

Each line ends with the Löwdin charge.
Cartesian coordinates (Å):
C (-0.52203, -0.51785, -0.73281)  0.010
C (0.41194, -0.94657, 0.18861)  -0.186
C (1.25475, 0.00609, 0.57345)  -0.214
O (1.91263, 0.91906, 0.61024)  0.234
O (-3.36445, 0.41311, 1.50382)  -0.593
S (-3.25828, -1.11068, -0.91434)  0.280
S (-3.69501, 0.44397, 0.08512)  0.372
H (-0.73478, 0.38634, -1.02788)  -0.031
H (0.67593, -1.99369, 0.46036)  0.129

2S+1	3
<S²>	2.10
Kohn-Sham gap (alpha / beta)	5.41 / 8.35	eV
relative energy (zero: lowest compared OMol25 entry of this formula, charge and spin)	10.9	kcal per mole
highest occupied orbital energy (alpha / beta)	-7.1 / -10.1	eV
DFT total energy	-28902.7306	eV

=====

Record 2
C5H7NO | ωB97M-V with the def2-TZVPD basis set

Each line ends with the Löwdin charge.
Cartesian coordinates (Å):
C (1.46275, -1.12069, -0.37213)  -0.062
C (0.22390, -0.33659, -0.18362)  -0.328
C (-0.83820, -0.68348, 0.56136)  -0.162
N (-1.81407, 0.30608, 0.58258)  0.042
C (-0.63525, 1.51558, 0.48286)  -0.305
O (-0.29793, 2.28383, 1.31615)  0.147
C (-0.03101, 1.01645, -0.80797)  -0.059
H (1.40481, -1.62251, -1.34131)  0.079
H (1.54668, -1.87765, 0.41272)  0.079
H (2.37182, -0.50856, -0.35684)  0.080
H (-0.89303, -1.57355, 1.18463)  0.127
H (-2.54247, 0.09923, 1.27742)  0.107
H (0.86742, 1.51804, -1.18223)  0.126
H (-0.82895, 1.03003, -1.56848)  0.127

SMILES	CC1=CNC(=O)C1
Kohn-Sham gap	8.93	eV
relative energy (zero: lowest compared OMol25 entry of this formula, charge and spin)	43.8	kcal per mole
highest occupied orbital energy	-8.0	eV
DFT total energy	-8834.3020	eV

=====

Record 3
C3H8O3 | ωB97M-V with the def2-TZVPD basis set

Each line ends with the Löwdin charge.
Cartesian coordinates (Å):
C (0.34808, -0.28190, -0.51625)  -0.213
C (0.05107, -0.92792, 0.73780)  -0.065
C (0.54084, 1.19647, -0.63635)  -0.048
O (-1.38427, -0.66257, -0.84004)  -0.235
O (-2.24294, 0.29069, -0.16041)  -0.103
O (1.72516, -0.83180, 0.96806)  -0.146
H (-2.98304, -0.29617, 0.06012)  0.090
H (1.90493, 0.00634, 1.41980)  0.050
H (0.82783, -0.88655, -1.27814)  0.148
H (-0.11752, -1.99690, 0.74080)  0.123
H (-0.40750, -0.33435, 1.52141)  0.122
H (-0.09484, 1.57165, -1.44209)  0.096
H (1.58983, 1.42126, -0.84098)  0.091
H (0.24239, 1.73175, 0.26627)  0.089

Kohn-Sham gap	9.65	eV
relative energy (zero: lowest compared OMol25 entry of this formula, charge and spin)	145.2	kcal per mole
highest occupied orbital energy	-8.8	eV
DFT total energy	-9377.5070	eV

=====

Record 4
C22H19F3NO4S | ωB97M-V with the def2-TZVPD basis set

Each line ends with the Löwdin charge.
Cartesian coordinates (Å):
C (3.13845, -4.24072, 4.36227)  -0.086
O (3.56546, -4.32102, 2.99528)  -0.115
C (2.80510, -3.77014, 1.99993)  -0.273
C (3.19822, -4.03568, 0.66552)  -0.009
C (2.34055, -3.71361, -0.39990)  -0.015
C (1.13296, -3.05512, -0.13597)  -0.200
C (0.14721, -2.80522, -1.23154)  -0.308
N (-0.76025, -1.79759, -0.96839)  -0.163
S (-1.27409, -0.93145, -2.22454)  0.581
C (-2.60179, 0.02216, -1.45882)  -0.261
C (-3.81071, -0.64789, -1.26450)  -0.059
C (-4.89224, 0.04556, -0.73523)  -0.055
C (-4.78044, 1.39411, -0.38853)  -0.298
C (-5.97575, 2.10261, 0.17545)  -0.074
C (-3.55853, 2.05049, -0.57235)  -0.056
C (-2.46168, 1.37562, -1.10827)  -0.049
O (-0.32030, 0.08790, -2.61311)  -0.365
O (-1.93168, -1.73159, -3.26346)  -0.360
C (0.80112, -2.67652, 1.13790)  -0.029
C (1.61259, -3.00697, 2.23423)  -0.005
H (3.89827, -4.80358, 4.90819)  0.084
H (3.12299, -3.19820, 4.71266)  0.087
H (2.15207, -4.70580, 4.51000)  0.094
H (4.16463, -4.49770, 0.50607)  0.104
H (2.60900, -3.93048, -1.42400)  0.110
H (0.59994, -2.81447, -2.28189)  0.159
H (-3.88528, -1.69948, -1.54082)  0.115
H (-5.83593, -0.48199, -0.59451)  0.109
H (-5.73980, 3.14224, 0.41441)  0.067
H (-6.80772, 2.09360, -0.54109)  0.077
H (-6.33968, 1.61375, 1.08899)  0.077
H (-3.47110, 3.10052, -0.28833)  0.102
H (-1.50754, 1.88495, -1.25088)  0.108
H (-0.10132, -2.07858, 1.28334)  0.117
H (1.36264, -2.68159, 3.26478)  0.102
F (-0.29189, -9.39714, -4.33100)  0.100
C (0.14637, -9.14875, -3.06131)  -0.518
F (-0.34704, -10.14686, -2.27008)  0.098
F (1.51675, -9.31291, -3.08007)  0.093
C (-0.22184, -7.76180, -2.55839)  -0.161
C (-0.35319, -7.57284, -1.18503)  -0.027
C (-0.60810, -6.29334, -0.72559)  0.006
C (-0.65392, -5.21442, -1.61988)  -0.319
O (-0.93848, -4.01861, -1.08603)  -0.050
C (-0.57381, -5.43755, -2.99793)  0.012
C (-0.33779, -6.72158, -3.47319)  -0.023
H (-0.29238, -8.41483, -0.48531)  0.120
H (-0.79775, -6.10560, 0.32449)  0.117
H (-0.77355, -4.61115, -3.66699)  0.117
H (-0.28677, -6.90915, -4.54621)  0.118

SMILES	COc1ccc([C@H](N=[S@@](=O)([O-])c2ccc(C)cc2)Oc2ccc(C(F)(F)F)cc2)cc1
total charge	-1
Kohn-Sham gap	7.38	eV
relative energy (zero: lowest compared OMol25 entry of this formula, charge and spin)	35.0	kcal per mole
highest occupied orbital energy	-4.8	eV
DFT total energy	-51790.9057	eV

=====

Record 5
C18H27N3O5S2 | ωB97M-V with the def2-TZVPD basis set

Each line ends with the Löwdin charge.
Cartesian coordinates (Å):
C (5.61125, 2.69438, -4.75523)  -0.063
C (4.71522, 2.04957, -5.80337)  -0.220
H (4.26828, 2.81941, -6.44032)  0.121
H (5.27346, 1.33744, -6.41509)  0.122
O (3.67441, 1.27937, -5.20583)  -0.014
C (2.58789, 1.97700, -4.79709)  -0.537
O (2.46650, 3.17288, -4.92668)  0.090
N (1.63640, 1.17333, -4.26679)  -0.041
C (1.82199, -0.22798, -3.97133)  -0.132
H (2.72424, -0.57969, -4.46865)  0.124
C (1.91731, -0.43778, -2.45851)  -0.107
H (2.01049, -1.50135, -2.23713)  0.122
C (0.66718, 0.12965, -1.77793)  -0.318
N (0.73242, -0.04081, -0.34236)  0.102
C (-0.10157, -0.85445, 0.34540)  -0.457
O (-0.96066, -1.51432, -0.20063)  0.071
C (0.15349, -0.83795, 1.85216)  -0.224
C (-0.51565, -2.02137, 2.55896)  -0.122
C (-2.03820, -1.87601, 2.57585)  -0.183
N (-2.47059, -0.59438, 3.09325)  -0.240
S (-2.45828, -0.49124, 4.76116)  0.614
O (-1.36388, -1.19711, 5.36943)  -0.280
O (-2.65711, 0.88162, 5.11683)  -0.285
C (-3.93343, -1.39954, 5.12774)  -0.621
C (-4.05309, -2.55692, 5.83362)  -0.144
C (-5.39206, -2.99478, 5.92052)  -0.175
C (-6.25011, -2.15814, 5.27752)  -0.391
S (-5.44403, -0.81934, 4.55751)  1.053
H (-7.31421, -2.24915, 5.18637)  0.065
H (-5.69618, -3.88704, 6.43667)  0.104
H (-3.20729, -3.05656, 6.26857)  0.117
C (-1.88152, 0.53184, 2.40294)  -0.182
C (-0.35550, 0.47891, 2.45945)  -0.119
H (-0.05172, 0.52675, 3.50789)  0.121
H (0.06313, 1.34017, 1.93482)  0.115
H (-2.25376, 1.43163, 2.89398)  0.115
H (-2.23301, 0.50793, 1.36702)  0.135
H (-2.48133, -2.64663, 3.21022)  0.120
H (-2.43012, -1.97463, 1.56058)  0.123
H (-0.25555, -2.95067, 2.05040)  0.125
H (-0.15801, -2.06446, 3.58871)  0.104
H (1.23739, -0.90493, 2.00506)  0.147
H (1.45124, 0.46760, 0.14780)  0.147
C (0.50423, 1.60655, -2.14609)  -0.108
H (-0.41138, 2.00461, -1.70760)  0.121
C (0.45928, 1.76065, -3.66724)  -0.130
H (0.43168, 2.81377, -3.95027)  0.124
H (-0.42650, 1.25524, -4.06635)  0.133
H (1.35103, 2.17514, -1.75427)  0.125
H (-0.21329, -0.43560, -2.10294)  0.150
H (2.80387, 0.07523, -2.07814)  0.124
H (0.96033, -0.78006, -4.36344)  0.133
H (6.42885, 3.21499, -5.24533)  0.076
H (6.01947, 1.93717, -4.08954)  0.076
H (5.03701, 3.41008, -4.17227)  0.073

SMILES	CCOC(=O)N1CCC(NC(=O)C2CCN(S(=O)(=O)c3cccs3)CC2)CC1
Kohn-Sham gap	9.74	eV
relative energy (zero: lowest compared OMol25 entry of this formula, charge and spin)	0.0	kcal per mole
highest occupied orbital energy	-9.1	eV
DFT total energy	-55483.5994	eV

=====

Record 6
C9H18AsCoF3O7S2Si | ωB97M-V with the def2-TZVPD basis set

Each line ends with the Löwdin charge.
Cartesian coordinates (Å):
Co (1.97072, -1.29935, -0.18812)  0.444
F (-0.60127, -2.93286, 2.12241)  0.123
C (0.29995, -2.65552, 3.05927)  -0.653
F (-0.13323, -1.58864, 3.75228)  0.108
F (0.32208, -3.69838, 3.91560)  0.095
S (1.99227, -2.35205, 2.36289)  0.503
O (2.83607, -2.58990, 3.50000)  -0.291
O (2.08545, -3.26608, 1.23869)  -0.297
O (1.92067, -0.96601, 1.87725)  -0.360
C (2.45772, 4.32334, 0.02362)  -0.387
As (1.99470, 2.42064, 0.33659)  1.071
C (1.98781, 1.89830, -1.54506)  -0.341
C (0.05044, 2.70061, 0.47141)  -0.359
H (1.84119, 4.74297, -0.77497)  0.002
H (3.50831, 4.39598, -0.26020)  0.002
H (2.30274, 4.89938, 0.93786)  -0.005
H (1.45046, 2.64294, -2.13843)  0.020
H (1.49359, 0.93192, -1.64731)  -0.003
H (3.00729, 1.77168, -1.90466)  0.007
H (-0.29150, 3.46063, -0.23546)  0.012
H (-0.21981, 2.99695, 1.48617)  0.004
H (-0.42941, 1.74725, 0.24318)  -0.015
O (2.50526, -1.80734, -1.99532)  -0.407
S (3.91604, -1.24062, -1.85936)  0.306
O (4.92109, -2.28417, -1.87443)  -0.361
O (3.77732, -0.62656, -0.44588)  -0.426
O (4.14953, -0.19746, -2.84466)  -0.373
C (-3.77223, -1.42489, -2.11293)  -0.207
Si (-2.97262, -0.79403, -0.52783)  0.376
C (-3.45581, 1.01715, -0.33512)  -0.207
C (-3.72400, -1.76010, 0.90284)  -0.201
C (-1.18896, -0.97935, -0.54211)  -0.237
C (0.02226, -1.10291, -0.39562)  -0.111
H (-4.86180, -1.33191, -2.06845)  0.013
H (-3.51913, -2.47560, -2.27036)  0.022
H (-3.41078, -0.86266, -2.97667)  0.021
H (-4.54244, 1.14957, -0.33677)  0.014
H (-3.03429, 1.61062, -1.14960)  0.023
H (-3.05944, 1.41310, 0.60242)  0.019
H (-4.81696, -1.70033, 0.90854)  0.014
H (-3.34779, -1.37628, 1.85347)  0.023
H (-3.43148, -2.81003, 0.83480)  0.023

total charge	-2
2S+1	2
<S²>	0.87
Kohn-Sham gap (alpha / beta)	7.58 / 7.32	eV
relative energy (zero: lowest compared OMol25 entry of this formula, charge and spin)	13.1	kcal per mole
highest occupied orbital energy (alpha / beta)	-2.8 / -2.6	eV
DFT total energy	-160126.0361	eV

=====

Record 7
C10H13NO | ωB97M-V with the def2-TZVPD basis set

Each line ends with the Löwdin charge.
Cartesian coordinates (Å):
C (-0.70390, 1.01349, -2.48534)  -0.039
C (0.90665, 2.52881, -1.30584)  -0.016
C (1.28675, 1.53713, 0.83136)  -0.103
C (0.23031, 1.33769, -1.32706)  -0.226
C (0.36066, 0.79795, -0.04251)  -0.132
C (1.39838, 1.26474, 2.20779)  -0.083
C (0.78573, 0.28804, 2.82416)  -0.079
C (-0.20620, -0.32610, 0.59073)  -0.047
C (0.02124, -0.51512, 1.93564)  -0.068
N (1.54260, 2.69939, -0.02103)  0.082
H (1.65556, 3.50461, 0.42759)  0.069
H (1.11238, 3.10576, -2.11764)  0.087
H (2.14844, 1.98056, 2.53472)  0.117
H (-1.29030, 1.87683, -2.77108)  0.065
H (-1.44583, 0.29270, -2.14341)  0.067
H (0.91018, 0.19904, 3.83584)  0.083
H (-0.95420, -0.86244, 0.20676)  0.032
H (-0.54400, -1.36769, 2.27070)  0.087
H (-0.20536, 0.74063, -3.45772)  0.093
C (-1.11429, -3.29684, -0.66863)  -0.214
O (-1.08417, -4.14639, 0.44153)  -0.140
H (-1.54673, -3.56619, 1.20842)  0.149
H (-0.49997, -2.28225, -0.74907)  0.090
H (-2.08665, -2.94478, -0.75442)  0.052
H (-0.67728, -3.85957, -1.47148)  0.075

SMILES	Cc1c[nH]c2ccccc12.CO
Kohn-Sham gap	8.97	eV
relative energy (zero: lowest compared OMol25 entry of this formula, charge and spin)	73.8	kcal per mole
highest occupied orbital energy	-8.1	eV
DFT total energy	-14115.2338	eV

=====

Record 8
C5H14 | ωB97M-V with the def2-TZVPD basis set

Each line ends with the Löwdin charge.
Cartesian coordinates (Å):
C (-1.85786, -1.61568, 0.56651)  -0.189
C (-2.69756, -0.39386, 0.17816)  -0.157
H (-2.47865, -2.31395, 1.13117)  0.060
H (-1.61938, -2.22102, -0.32499)  0.068
H (-0.91750, -1.51640, 1.09130)  0.035
H (-2.81553, 0.14084, 1.12444)  0.065
H (-2.16743, 0.31608, -0.46569)  0.052
H (-3.54404, -0.71790, -0.42319)  0.065
C (1.58008, 0.84608, 0.36665)  -0.299
C (1.22033, -0.43503, -0.36910)  -0.144
C (2.15694, 1.90939, -0.62311)  -0.110
H (0.70880, 1.28888, 0.85498)  0.093
H (2.28359, 0.63273, 1.16299)  0.092
H (2.05076, -0.84979, -0.95109)  0.078
H (1.85717, 1.56868, -1.61475)  0.060
H (1.71609, 2.85413, -0.31483)  0.060
H (3.23323, 2.03429, -0.70555)  0.061
H (0.90072, -1.14594, 0.39442)  0.044
H (0.39023, -0.38153, -1.07833)  0.068

SMILES	CCC.CC
Kohn-Sham gap	12.33	eV
relative energy (zero: lowest compared OMol25 entry of this formula, charge and spin)	13.6	kcal per mole
highest occupied orbital energy	-11.2	eV
DFT total energy	-5411.4615	eV

=====

Number 7 is which compound?
C10H13NO

=====

Look up the relative energy (zero: lowest compared OMol25 entry of this formula, charge and spin) of the eighth one.
13.6 kcal per mole